P.
{
  "formula": "C22H22N4O4S",
  "method": "ωB97M-V/def2-TZVPD",
  "homo_ev": -8.0,
  "spin_multiplicity": 1,
  "homo_lumo_gap_ev": 7.46,
  "smiles": "O=[N+]([O-])c1cc(S(=O)(=O)Nc2ccccc2)ccc1N1CCN(c2ccccc2)CC1",
  "symbols": ["O", "N", "O", "C", "C", "C", "C", "C", "C", "N", "C", "H", "C", "N", "C", "C", "C", "C", "C", "C", "H", "H", "H", "H", "H", "C", "H", "C", "H", "H", "H", "H", "H", "H", "H", "H", "S", "O", "O", "N", "C", "C", "C", "C", "C", "C", "H", "H", "H", "H", "H", "H", "H"],
  "xyz": [[-1.562, -2.488, -2.044], [-0.742, -2.395, -1.152], [-0.251, -3.353, -0.580], [-0.396, -1.083, -0.695], [-1.312, -0.073, -0.990], [-1.213, 1.146, -0.371], [-0.206, 1.380, 0.560], [0.734, 0.415, 0.818], [0.704, -0.841, 0.170], [1.693, -1.756, 0.338], [2.455, -1.907, 1.559], [2.176, -1.133, 2.270], [3.967, -1.869, 1.236], [4.210, -1.096, 0.046], [4.305, 0.289, 0.100], [4.632, 1.014, -1.052], [4.757, 2.388, -1.018], [4.581, 3.086, 0.164], [4.296, 2.380, 1.318], [4.158, 1.005, 1.292], [3.941, 0.499, 2.220], [4.171, 2.904, 2.255], [4.678, 4.160, 0.187], [5.005, 2.917, -1.927], [4.817, 0.498, -1.981], [3.646, -1.752, -1.113], [4.352, -2.499, -1.497], [2.301, -2.453, -0.768], [1.672, -2.430, -1.653], [2.452, -3.499, -0.487], [3.464, -1.013, -1.892], [4.329, -2.883, 1.038], [4.541, -1.474, 2.073], [2.196, -2.878, 2.000], [1.547, 0.649, 1.486], [-0.159, 2.347, 1.035], [-2.515, 2.355, -0.563], [-3.163, 2.174, -1.820], [-2.033, 3.652, -0.196], [-3.553, 1.902, 0.682], [-3.881, 0.550, 0.832], [-3.720, -0.095, 2.054], [-4.025, -1.439, 2.174], [-4.478, -2.153, 1.077], [-4.647, -1.509, -0.138], [-4.358, -0.163, -0.264], [-4.492, 0.353, -1.201], [-5.004, -2.059, -0.995], [-4.702, -3.204, 1.171], [-3.898, -1.931, 3.127], [-3.360, 0.462, 2.908], [-3.303, 2.374, 1.538], [-2.111, -0.271, -1.686]]
}

Q.
{
  "formula": "C22H22N4O4S",
  "method": "ωB97M-V/def2-TZVPD",
  "homo_ev": -7.9,
  "spin_multiplicity": 1,
  "homo_lumo_gap_ev": 8.43,
  "smiles": "CCOC(=O)CN1C(=O)[C@@H](Sc2n[nH]c(-c3ccc(O)cc3)n2)CCc2ccccc21",
  "symbols": ["C", "C", "H", "H", "O", "C", "O", "C", "N", "C", "O", "C", "C", "H", "H", "C", "C", "C", "C", "C", "C", "C", "H", "H", "H", "H", "H", "H", "H", "S", "C", "N", "N", "C", "N", "C", "C", "C", "C", "C", "C", "H", "H", "O", "H", "H", "H", "H", "H", "H", "H", "H", "H"],
  "xyz": [[-4.332, -2.545, -0.876], [-4.505, -2.235, 0.603], [-4.490, -3.157, 1.193], [-5.432, -1.688, 0.787], [-3.466, -1.371, 1.067], [-2.318, -1.936, 1.435], [-2.119, -3.121, 1.481], [-1.286, -0.889, 1.813], [-1.386, 0.298, 0.992], [-1.407, 1.505, 1.618], [-1.486, 1.607, 2.825], [-1.362, 2.747, 0.743], [-2.724, 3.028, 0.099], [-2.571, 3.673, -0.769], [-3.350, 3.564, 0.815], [-3.438, 1.739, -0.322], [-2.530, 0.821, -1.084], [-2.663, 0.629, -2.450], [-1.832, -0.244, -3.132], [-0.855, -0.941, -2.446], [-0.703, -0.761, -1.083], [-1.524, 0.128, -0.402], [0.067, -1.300, -0.553], [-0.204, -1.625, -2.969], [-1.951, -0.380, -4.196], [-3.435, 1.165, -2.983], [-3.787, 1.220, 0.575], [-4.307, 1.995, -0.931], [-1.077, 3.573, 1.398], [-0.087, 2.704, -0.592], [1.205, 1.886, 0.210], [1.193, 1.582, 1.494], [2.367, 0.951, 1.673], [3.043, 0.901, 0.499], [2.318, 1.487, -0.438], [4.341, 0.299, 0.296], [5.061, -0.288, 1.334], [6.299, -0.851, 1.093], [6.839, -0.839, -0.189], [6.121, -0.253, -1.232], [4.888, 0.308, -0.990], [4.320, 0.766, -1.783], [6.554, -0.251, -2.219], [8.048, -1.380, -0.468], [8.442, -1.750, 0.332], [6.853, -1.304, 1.905], [4.666, -0.309, 2.339], [2.616, 0.621, 2.590], [-0.291, -1.344, 1.756], [-1.459, -0.566, 2.847], [-5.166, -3.148, -1.222], [-3.408, -3.096, -1.035], [-4.290, -1.624, -1.452]]
}

R.
{
  "formula": "C22H22N4O4S",
  "method": "ωB97M-V/def2-TZVPD",
  "homo_ev": -8.2,
  "spin_multiplicity": 1,
  "homo_lumo_gap_ev": 8.44,
  "smiles": "COc1ccc(Cc2nnc(NC(=O)[C@H]3CC(=O)N(c4ccccc4)C3)s2)cc1OC",
  "symbols": ["C", "H", "O", "C", "C", "C", "C", "C", "C", "O", "C", "H", "H", "H", "H", "C", "C", "N", "N", "C", "N", "C", "O", "C", "C", "C", "O", "N", "C", "C", "C", "C", "C", "C", "H", "H", "H", "H", "H", "C", "H", "H", "H", "H", "H", "H", "S", "H", "H", "H", "H", "H", "H"],
  "xyz": [[4.115, -1.022, 3.483], [3.853, -0.225, 2.780], [3.658, -2.276, 3.039], [2.324, -2.444, 2.843], [1.353, -1.489, 3.088], [0.014, -1.763, 2.844], [-0.370, -2.996, 2.356], [0.598, -3.965, 2.103], [1.935, -3.711, 2.346], [2.949, -4.593, 2.136], [2.633, -5.866, 1.629], [1.980, -6.420, 2.312], [2.159, -5.803, 0.644], [3.584, -6.388, 1.538], [0.283, -4.916, 1.704], [-1.812, -3.269, 1.990], [-1.971, -2.866, 0.573], [-2.050, -3.652, -0.432], [-2.062, -3.054, -1.612], [-1.979, -1.765, -1.547], [-1.986, -1.015, -2.689], [-1.703, 0.299, -2.979], [-1.763, 0.666, -4.129], [-1.295, 1.203, -1.836], [0.163, 0.981, -1.420], [0.633, 2.358, -0.963], [1.619, 2.563, -0.296], [-0.240, 3.278, -1.456], [-0.140, 4.672, -1.321], [0.593, 5.241, -0.282], [0.669, 6.616, -0.159], [0.016, 7.443, -1.056], [-0.713, 6.881, -2.089], [-0.794, 5.507, -2.226], [-1.357, 5.093, -3.048], [-1.225, 7.514, -2.799], [0.076, 8.516, -0.954], [1.242, 7.042, 0.651], [1.108, 4.607, 0.418], [-1.297, 2.679, -2.248], [-1.085, 2.756, -3.322], [-2.253, 3.165, -2.039], [0.301, 0.249, -0.627], [0.777, 0.683, -2.274], [-1.960, 1.052, -0.982], [-2.171, -1.578, -3.516], [-1.902, -1.164, 0.103], [-2.483, -2.689, 2.625], [-2.047, -4.330, 2.077], [-0.725, -0.999, 3.037], [1.624, -0.517, 3.465], [3.719, -0.777, 4.475], [5.198, -1.110, 3.541]]
}

Which is more stable than every other structure shown? Q is more stable than every other one.